[1]
C24H54N2O4 | ωB97M-V with the def2-TZVPD basis set

The structure (SMILES) is CC1(C)CCCC(C)(C)N1O.CC1(C)CCCC(C)(C)N1O.CC(C)O.CC(C)O. For the gap between HOMO and LUMO, the calculation gives 8.714 eV. The calculation puts the HOMO energy at -8.3 eV. For the energy above the lowest of the compared OMol25 structures with the same formula, charge and spin, the calculation gives 59.1 kcal per mole.

CARTESIAN COORDINATES (ANGSTROEM)
C -0.15 0.07 4.24
C 0.15 -1.44 4.43
C -0.28 -1.87 5.85
C -0.69 -2.24 3.43
C -0.14 -3.62 3.27
C 1.30 -3.66 2.79
C 2.21 -2.97 3.87
C 2.36 -4.00 5.01
C 3.57 -2.76 3.21
N 1.58 -1.63 4.15
O 2.38 -0.83 5.02
H 0.46 0.41 3.40
H -1.20 0.22 3.99
H 0.03 0.60 5.17
H -1.24 -1.43 6.14
H -0.22 -2.95 6.00
H 0.32 -1.41 6.65
H -1.73 -2.18 3.72
H -0.58 -1.77 2.44
H -0.24 -4.27 4.15
H -0.80 -4.18 2.60
H 1.46 -3.31 1.77
H 1.65 -4.69 2.74
H 1.41 -4.45 5.29
H 2.71 -3.47 5.90
H 3.01 -4.81 4.70
H 4.08 -3.67 2.89
H 4.13 -2.28 4.02
H 3.52 -2.01 2.42
H 2.75 -0.24 4.35
C 0.30 3.97 -1.39
C -1.22 3.98 -1.87
C -2.04 3.78 -0.60
C -1.58 5.37 -2.40
C -1.22 5.69 -3.86
C -1.67 4.49 -4.75
C -1.27 3.07 -4.27
C -2.20 2.16 -5.09
C 0.20 2.74 -4.66
N -1.57 2.97 -2.87
O -1.49 1.67 -2.35
H 0.35 3.18 -0.64
H 1.01 3.98 -2.20
H 0.31 4.94 -0.88
H -2.14 4.69 -0.01
H -3.00 3.33 -0.86
H -1.62 3.03 0.08
H -2.66 5.53 -2.51
H -1.35 6.16 -1.68
H -1.71 6.55 -4.31
H -0.16 5.95 -3.96
H -1.28 4.66 -5.75
H -2.75 4.65 -4.74
H -1.89 1.97 -6.12
H -3.23 2.50 -5.08
H -2.25 1.17 -4.61
H 0.46 1.68 -4.56
H 0.91 3.32 -4.07
H 0.36 2.99 -5.71
H -2.40 1.36 -2.31
C -0.90 -2.32 -3.54
C -1.11 -3.08 -2.23
C -2.38 -3.90 -2.20
O 0.07 -3.86 -2.06
H -0.29 -1.42 -3.43
H -1.87 -1.98 -3.91
H -0.43 -2.91 -4.34
H -1.16 -2.27 -1.50
H -2.21 -4.61 -3.03
H -3.26 -3.32 -2.50
H -2.63 -4.57 -1.38
H 0.14 -4.17 -1.15
C 1.12 0.96 0.29
C 1.83 -0.32 0.68
C 1.82 -1.44 -0.36
O 3.23 0.03 0.87
H 0.19 0.79 -0.27
H 1.68 1.47 -0.50
H 0.93 1.67 1.10
H 1.39 -0.63 1.63
H 2.42 -2.24 0.06
H 2.15 -1.07 -1.33
H 0.81 -1.83 -0.50
H 3.45 0.35 -0.02

[2]
C24H54N2O8Y | ωB97M-V with the def2-TZVPD basis set

For the gap between HOMO and LUMO, the calculation gives 6.202 eV. The calculation puts the HOMO energy at -8.7 eV. For the energy above the lowest of the compared OMol25 structures with the same formula, charge and spin, the calculation gives 0.0 kcal per mole. As for the charge: +1.

CARTESIAN COORDINATES (ANGSTROEM)
Y 26.83 -0.90 -19.71
C 28.63 -2.43 -23.66
C 28.05 -3.72 -23.10
C 28.94 -4.84 -23.63
C 28.68 -6.17 -22.94
C 28.79 -6.01 -21.45
C 27.93 -4.89 -20.89
N 28.17 -3.70 -21.67
O 27.72 -2.51 -21.13
C 28.41 -4.66 -19.47
C 26.45 -5.35 -20.87
C 26.62 -3.88 -23.65
H 29.69 -2.31 -23.44
H 28.07 -1.55 -23.34
H 28.51 -2.43 -24.75
H 29.99 -4.54 -23.52
H 28.83 -4.93 -24.72
H 29.33 -6.95 -23.33
H 27.68 -6.51 -23.25
H 29.83 -5.86 -21.16
H 28.52 -6.96 -20.96
H 29.48 -4.42 -19.47
H 28.24 -5.55 -18.86
H 27.90 -3.82 -19.00
H 26.18 -5.84 -19.94
H 26.22 -5.96 -21.74
H 25.84 -4.44 -20.95
H 26.55 -3.39 -24.63
H 25.87 -3.38 -23.03
H 26.35 -4.92 -23.80
C 22.52 -0.97 -19.15
C 22.68 0.51 -18.79
C 21.50 0.86 -17.88
C 21.70 2.18 -17.14
C 23.01 2.15 -16.37
C 24.21 1.83 -17.26
N 23.92 0.65 -18.03
O 25.00 0.28 -18.82
C 25.36 1.52 -16.31
C 24.59 3.07 -18.07
C 22.62 1.32 -20.07
H 23.23 -1.23 -19.94
H 21.52 -1.22 -19.50
H 22.79 -1.61 -18.31
H 21.36 0.05 -17.16
H 20.59 0.97 -18.49
H 20.85 2.33 -16.46
H 21.69 3.03 -17.83
H 22.96 1.40 -15.57
H 23.14 3.12 -15.88
H 25.24 0.53 -15.86
H 25.37 2.23 -15.47
H 26.34 1.59 -16.77
H 23.76 3.54 -18.61
H 25.35 2.84 -18.83
H 24.95 3.84 -17.39
H 22.61 2.40 -19.91
H 21.73 1.05 -20.63
H 23.52 1.17 -20.67
C 29.96 0.38 -18.86
C 28.97 1.21 -18.06
O 27.69 1.25 -18.71
O 29.32 -0.75 -19.45
H 30.76 0.08 -18.19
H 30.36 1.02 -19.66
H 29.36 2.23 -17.95
H 28.85 0.84 -17.04
H 27.24 2.08 -18.52
H 29.99 -1.35 -19.78
C 25.44 -0.36 -22.63
C 26.19 0.89 -22.25
O 27.36 0.53 -21.45
O 25.06 -1.12 -21.45
H 25.93 -1.01 -23.36
H 24.51 0.02 -23.08
H 25.55 1.52 -21.63
H 26.50 1.38 -23.17
H 28.04 1.19 -21.58
H 24.46 -1.78 -21.81
C 26.00 -2.13 -16.96
C 25.39 -3.20 -17.82
O 25.38 -2.71 -19.17
O 27.24 -1.66 -17.59
H 26.25 -2.42 -15.94
H 25.34 -1.26 -16.92
H 24.35 -3.32 -17.51
H 25.91 -4.15 -17.76
H 24.78 -3.24 -19.69
H 27.95 -1.67 -16.95

[3]
C24H55FIN6O3 | ωB97M-V with the def2-TZVPD basis set

For the gap between HOMO and LUMO, the calculation gives 6.694 eV. The calculation puts the HOMO energy at -10.8 eV. As for the charge: +1.

CARTESIAN COORDINATES (ANGSTROEM)
C 0.31 1.36 0.24
C -0.78 1.08 -0.51
N -1.41 2.00 -1.40
C -2.59 1.72 -1.85
N -3.26 0.52 -1.47
C -3.49 0.07 -2.88
I -4.59 -1.70 -3.04
C -4.05 1.34 -3.55
N -3.32 2.42 -2.80
C -4.08 3.59 -2.30
C -3.81 4.88 -3.04
F -4.62 4.94 -4.16
C -0.69 3.21 -1.86
C 0.57 2.78 -2.65
C -0.37 4.18 -0.70
C -0.52 5.64 -1.11
C -0.61 6.58 0.10
H 0.32 2.19 0.94
H 1.18 0.71 0.21
H -1.24 0.10 -0.47
H -4.19 0.82 -1.16
H -2.49 -0.02 -3.31
H -5.13 1.49 -3.53
H -3.71 1.41 -4.58
H -3.88 3.71 -1.23
H -5.15 3.38 -2.38
H -2.78 4.94 -3.39
H -4.02 5.74 -2.41
H -1.31 3.74 -2.57
H 0.37 1.83 -3.14
H 1.45 2.71 -2.02
H 0.72 3.49 -3.46
H -0.96 3.96 0.19
H 0.68 4.05 -0.44
H 0.30 5.94 -1.76
H -1.43 5.78 -1.71
H -0.27 7.58 -0.19
H -1.65 6.70 0.40
H -0.01 6.23 0.93
C 2.00 -3.00 -2.29
C 0.76 -2.27 -1.79
C 0.02 -3.00 -0.67
O -0.75 -4.11 -1.09
C -0.03 -5.32 -1.26
N -0.12 -1.99 -2.94
H 1.74 -3.85 -2.92
H 2.63 -2.34 -2.88
H 2.59 -3.37 -1.45
H 1.09 -1.31 -1.38
H -0.70 -2.30 -0.22
H 0.72 -3.30 0.13
H 0.79 -5.41 -0.54
H 0.38 -5.40 -2.27
H -0.73 -6.14 -1.11
H -0.89 -1.42 -2.62
H -0.56 -2.86 -3.21
C -2.24 2.46 6.36
C -2.33 1.61 5.09
C -0.97 1.31 4.46
O -0.39 2.38 3.74
C 0.31 3.33 4.53
N -3.25 2.26 4.15
H -2.04 3.51 6.13
H -3.18 2.42 6.90
H -1.45 2.10 7.02
H -2.76 0.65 5.38
H -1.11 0.51 3.72
H -0.26 0.92 5.20
H 0.81 2.85 5.37
H -0.35 4.12 4.89
H 1.07 3.79 3.89
H -3.40 1.64 3.36
H -2.78 3.07 3.76
C 6.37 -6.41 1.65
C 5.04 -5.67 1.82
C 3.90 -6.26 0.97
O 3.96 -5.93 -0.40
C 4.82 -6.74 -1.19
N 5.25 -4.25 1.56
H 6.86 -6.15 0.71
H 7.05 -6.13 2.46
H 6.23 -7.49 1.69
H 4.74 -5.78 2.86
H 2.96 -5.83 1.33
H 3.83 -7.34 1.10
H 4.83 -7.77 -0.83
H 5.84 -6.35 -1.21
H 4.43 -6.72 -2.21
H 4.40 -3.73 1.77
H 5.37 -4.13 0.56